Record 1
Below is the ion C8H12N4O with charge +2 in a non-equilibrium geometry, with properties calculated with ωB97M-V/def2-TZVPD.

Geometry as ORCA input:
```
! wB97M-V def2-TZVPD RIJCOSX def2/J DEFGRID3
* xyz 2 1
C -1.594 0.487 1.391
C -0.311 0.870 1.333
C 1.178 -2.155 -0.278
C -0.019 -1.800 -0.742
C 1.917 0.015 0.171
C 0.336 1.864 -0.734
C -2.344 -0.231 0.358
C 0.480 0.528 0.004
N 2.200 -1.329 0.049
N 2.929 0.830 0.552
N -3.204 0.306 -0.471
N -0.474 -0.521 -0.769
O -0.273 1.887 -1.772
H -2.120 0.732 2.363
H 0.329 1.267 2.036
H 1.517 -3.213 -0.532
H -0.584 -2.632 -1.223
H 0.736 2.783 -0.366
H -2.428 -1.274 0.631
H 3.223 -1.609 0.214
H 2.723 1.805 0.601
H 3.776 0.581 0.219
H -3.351 1.221 -0.529
H -3.824 -0.313 -0.899
H -0.816 -0.098 -1.605
*
```

Values from the calculation:
E_HOMO = -16.32 eV
Electronic energy = -16479.0789 eV
SMILES = [NH2+]=C/C=C\[C@]1(C=O)NC=CNC1=[NH2+]
Strongest force on any atom = 5.220 eV Å⁻¹
Frontier orbital gap = 8.2 eV
Energy relative to the best compared isomer or geometry (same formula, charge and spin) = 43.97 kcal per mole


Record 2
Below is an isolated molecule of C4H7NO, with properties calculated with ωB97M-V/def2-TZVPD.

Geometry as ORCA input:
```
! wB97M-V def2-TZVPD RIJCOSX def2/J DEFGRID3
* xyz 0 1
N -0.290 2.034 0.576
C -0.469 1.052 -0.373
O -0.510 1.287 -1.565
C -0.461 -0.318 0.238
C 0.911 -0.945 0.097
C -0.275 -1.565 -0.570
H -0.042 1.744 1.511
H 0.130 2.893 0.250
H -0.963 -0.410 1.200
H 1.592 -0.396 -0.548
H 1.374 -1.388 0.971
H -0.667 -2.479 -0.134
H -0.329 -1.508 -1.653
*
```

Values from the calculation:
E_HOMO = -9.82 eV
Electronic energy = -7798.7704 eV
SMILES = NC(=O)C1CC1
Strongest force on any atom = 0.418 eV Å⁻¹
Frontier orbital gap = 10.8 eV
Energy relative to the best compared isomer or geometry (same formula, charge and spin) = 20.16 kcal per mole


Record 3
Below is an isolated molecule of C3H4N2O3 in a non-equilibrium geometry, with properties calculated with ωB97M-V/def2-TZVPD.

Geometry as ORCA input:
```
! wB97M-V def2-TZVPD RIJCOSX def2/J DEFGRID3
* xyz 0 1
C 2.316 -0.840 0.044
C -1.214 -0.453 0.020
C 0.945 1.188 -0.044
H 2.245 -1.825 -0.408
H 2.515 -1.120 1.083
H 3.279 -0.446 -0.388
H 1.813 1.787 0.053
N 1.119 -0.136 -0.267
N -0.198 1.765 0.101
O 0.036 -0.906 0.168
O -2.234 -1.148 -0.066
O -1.374 0.908 -0.014
*
```

Values from the calculation:
E_HOMO = -9.75 eV
Electronic energy = -12294.6047 eV
SMILES = CN1C=NOC(=O)O1
Strongest force on any atom = 4.210 eV Å⁻¹
Frontier orbital gap = 10.2 eV
Energy relative to the best compared isomer or geometry (same formula, charge and spin) = 101.25 kcal per mole


Record 4
Below is a structure of composition C27H20CrF5NO5Se2 in a non-equilibrium geometry, with properties calculated with ωB97M-V/def2-TZVPD.

Geometry as ORCA input:
```
! wB97M-V def2-TZVPD RIJCOSX def2/J DEFGRID3
* xyz -1 4
Cr 0.695 -0.484 0.034
C -1.691 3.175 2.976
Se -1.247 2.279 1.298
C -2.713 2.990 0.228
C -4.031 2.223 0.308
Se -4.016 0.324 -0.159
C -3.610 0.457 -2.055
H -1.677 4.255 2.842
H -0.916 2.888 3.686
H -2.663 2.852 3.345
H -2.338 3.024 -0.793
H -2.881 4.012 0.570
H -4.759 2.696 -0.352
H -4.435 2.227 1.319
H -4.529 0.574 -2.624
H -3.099 -0.462 -2.336
H -2.935 1.296 -2.217
N -1.007 -1.095 1.075
C -1.488 -2.444 1.190
C -2.048 -2.849 2.394
C -2.591 -4.115 2.536
C -2.553 -4.985 1.457
C -1.961 -4.586 0.270
C -1.426 -3.307 0.094
C -0.755 -2.938 -1.185
C -1.136 -3.618 -2.350
C -0.452 -3.457 -3.543
C 0.655 -2.620 -3.584
C 1.002 -1.898 -2.451
C 0.291 -2.001 -1.247
H -1.648 -0.582 0.449
H -1.089 -0.629 1.968
H -2.048 -2.157 3.232
H -3.038 -4.416 3.475
H -2.969 -5.981 1.544
H -1.881 -5.306 -0.533
H -1.998 -4.275 -2.329
H -0.779 -3.989 -4.430
H 1.231 -2.516 -4.497
H 1.847 -1.221 -2.508
O 1.020 3.946 -4.168
C 0.940 3.131 -3.295
C -0.342 2.528 -2.743
O -1.473 2.888 -3.009
C 0.094 1.491 -1.823
C 1.485 1.455 -1.726
O 2.026 0.588 -0.936
C 2.104 2.509 -2.531
O 3.258 2.864 -2.576
O -0.600 0.682 -1.087
F 0.976 0.397 2.907
C 2.170 -0.129 2.503
C 2.214 -0.896 1.355
C 3.482 -1.336 1.030
F 3.662 -2.081 -0.075
C 4.611 -1.045 1.765
F 5.817 -1.488 1.397
C 4.498 -0.274 2.906
F 5.577 0.017 3.631
C 3.258 0.184 3.293
F 3.133 0.915 4.410
*
```

Values from the calculation:
E_HOMO (spin up / spin down) = -5.05 / -5.17 eV
Electronic energy = -212754.2905 eV
Strongest force on any atom = 1.225 eV Å⁻¹
Frontier orbital gap (spin up / spin down) = 7.1 / 7.2 eV


Record 5
Below is a structure of composition C3H5AuO2 in a non-equilibrium geometry, with properties calculated with ωB97M-V/def2-TZVPD.

Geometry as ORCA input:
```
! wB97M-V def2-TZVPD RIJCOSX def2/J DEFGRID3
* xyz 1 4
H 1.562 1.524 1.431
C -1.911 0.809 -0.112
C -1.229 -0.325 -0.139
O 0.155 -0.293 -0.252
C 0.833 -1.423 -0.199
O 2.083 -1.013 -0.121
Au 1.853 1.249 -0.173
H -2.982 0.775 0.077
H -1.425 1.779 -0.225
H -1.646 -1.332 -0.163
H 2.706 -1.751 -0.125
*
```

Values from the calculation:
E_HOMO (spin up / spin down) = -11.61 / -14.04 eV
Electronic energy = -10962.7673 eV
Strongest force on any atom = 3.685 eV Å⁻¹
Frontier orbital gap (spin up / spin down) = 6.0 / 6.0 eV
Energy relative to the best compared isomer or geometry (same formula, charge and spin) = 6.29 kcal per mole


Record 6
Below is a structure of composition C4H4CrLiO5 in a non-equilibrium geometry, with properties calculated with ωB97M-V/def2-TZVPD.

Geometry as ORCA input:
```
! wB97M-V def2-TZVPD RIJCOSX def2/J DEFGRID3
* xyz 0 6
O -0.059 0.834 1.403
C 0.585 -0.211 1.832
C -1.079 0.235 0.009
O 1.776 -0.193 2.107
O 0.038 -1.346 1.369
C -1.214 -1.128 0.703
H -1.562 0.125 -0.971
H -1.621 1.171 0.174
H -1.340 -1.950 -0.008
H -2.027 -1.123 1.439
O 0.655 -0.432 -2.356
C 0.829 0.204 -1.270
O 1.424 1.361 -1.385
Li 2.096 1.351 0.348
Cr 1.498 1.102 -3.393
*
```

Values from the calculation:
E_HOMO (spin up / spin down) = -7.10 / -7.90 eV
Electronic energy = -43072.1595 eV
Strongest force on any atom = 4.012 eV Å⁻¹
Frontier orbital gap (spin up / spin down) = 6.3 / 7.2 eV


Please write out number 3 again, unchanged.
Below is an isolated molecule of C3H4N2O3 in a non-equilibrium geometry, with properties calculated with ωB97M-V/def2-TZVPD.

Geometry as ORCA input:
```
! wB97M-V def2-TZVPD RIJCOSX def2/J DEFGRID3
* xyz 0 1
C 2.316 -0.840 0.044
C -1.214 -0.453 0.020
C 0.945 1.188 -0.044
H 2.245 -1.825 -0.408
H 2.515 -1.120 1.083
H 3.279 -0.446 -0.388
H 1.813 1.787 0.053
N 1.119 -0.136 -0.267
N -0.198 1.765 0.101
O 0.036 -0.906 0.168
O -2.234 -1.148 -0.066
O -1.374 0.908 -0.014
*
```

Values from the calculation:
E_HOMO = -9.75 eV
Electronic energy = -12294.6047 eV
SMILES = CN1C=NOC(=O)O1
Strongest force on any atom = 4.210 eV Å⁻¹
Frontier orbital gap = 10.2 eV
Energy relative to the best compared isomer or geometry (same formula, charge and spin) = 101.25 kcal per mole


What is the formula in the sixth record?
C4H4CrLiO5


Repeat the fourth record exactly.
Below is a structure of composition C27H20CrF5NO5Se2 in a non-equilibrium geometry, with properties calculated with ωB97M-V/def2-TZVPD.

Geometry as ORCA input:
```
! wB97M-V def2-TZVPD RIJCOSX def2/J DEFGRID3
* xyz -1 4
Cr 0.695 -0.484 0.034
C -1.691 3.175 2.976
Se -1.247 2.279 1.298
C -2.713 2.990 0.228
C -4.031 2.223 0.308
Se -4.016 0.324 -0.159
C -3.610 0.457 -2.055
H -1.677 4.255 2.842
H -0.916 2.888 3.686
H -2.663 2.852 3.345
H -2.338 3.024 -0.793
H -2.881 4.012 0.570
H -4.759 2.696 -0.352
H -4.435 2.227 1.319
H -4.529 0.574 -2.624
H -3.099 -0.462 -2.336
H -2.935 1.296 -2.217
N -1.007 -1.095 1.075
C -1.488 -2.444 1.190
C -2.048 -2.849 2.394
C -2.591 -4.115 2.536
C -2.553 -4.985 1.457
C -1.961 -4.586 0.270
C -1.426 -3.307 0.094
C -0.755 -2.938 -1.185
C -1.136 -3.618 -2.350
C -0.452 -3.457 -3.543
C 0.655 -2.620 -3.584
C 1.002 -1.898 -2.451
C 0.291 -2.001 -1.247
H -1.648 -0.582 0.449
H -1.089 -0.629 1.968
H -2.048 -2.157 3.232
H -3.038 -4.416 3.475
H -2.969 -5.981 1.544
H -1.881 -5.306 -0.533
H -1.998 -4.275 -2.329
H -0.779 -3.989 -4.430
H 1.231 -2.516 -4.497
H 1.847 -1.221 -2.508
O 1.020 3.946 -4.168
C 0.940 3.131 -3.295
C -0.342 2.528 -2.743
O -1.473 2.888 -3.009
C 0.094 1.491 -1.823
C 1.485 1.455 -1.726
O 2.026 0.588 -0.936
C 2.104 2.509 -2.531
O 3.258 2.864 -2.576
O -0.600 0.682 -1.087
F 0.976 0.397 2.907
C 2.170 -0.129 2.503
C 2.214 -0.896 1.355
C 3.482 -1.336 1.030
F 3.662 -2.081 -0.075
C 4.611 -1.045 1.765
F 5.817 -1.488 1.397
C 4.498 -0.274 2.906
F 5.577 0.017 3.631
C 3.258 0.184 3.293
F 3.133 0.915 4.410
*
```

Values from the calculation:
E_HOMO (spin up / spin down) = -5.05 / -5.17 eV
Electronic energy = -212754.2905 eV
Strongest force on any atom = 1.225 eV Å⁻¹
Frontier orbital gap (spin up / spin down) = 7.1 / 7.2 eV


The lowest electronic energy belongs to which entry?
C27H20CrF5NO5Se2